{
  "formula": "C46H48AlN3P",
  "method": "ωB97M-V with the def2-TZVPD basis set",
  "lumo_ev": 2.522,
  "charge": -1,
  "multiplicity": 1,
  "homo_lumo_gap_ev": 4.940,
  "de_lowest_kcal_mol": 59.5,
  "symbols": ["Al", "N", "N", "C", "C", "C", "C", "H", "H", "H", "C", "C", "H", "H", "H", "C", "C", "H", "H", "H", "C", "H", "H", "H", "C", "H", "H", "H", "C", "H", "C", "H", "C", "H", "C", "H", "C", "C", "H", "C", "C", "H", "C", "H", "N", "C", "C", "C", "H", "C", "C", "H", "H", "H", "C", "H", "C", "C", "H", "H", "H", "C", "H", "H", "H", "C", "C", "C", "C", "C", "C", "P", "C", "C", "C", "C", "C", "C", "C", "C", "C", "C", "C", "C", "H", "H", "H", "H", "H", "H", "H", "H", "H", "H", "H", "H", "H", "H", "H"],
  "positions_angstrom": [[1.342, -0.080, -0.553], [1.678, -2.954, 2.660], [1.134, -2.283, -2.329], [2.022, 1.972, -1.141], [3.193, 1.197, -0.767], [3.107, 0.932, 0.638], [4.066, 0.148, 1.462], [4.940, -0.181, 0.891], [3.527, -0.829, 1.835], [4.367, 0.699, 2.360], [1.910, 1.522, 1.144], [1.518, 1.558, 2.566], [1.951, 2.445, 3.056], [1.869, 0.678, 3.114], [0.429, 1.602, 2.693], [1.184, 2.099, 0.043], [0.052, 3.053, 0.193], [-0.738, 2.637, 0.829], [-0.392, 3.311, -0.776], [0.401, 3.989, 0.659], [4.398, 0.972, -1.610], [5.134, 1.782, -1.483], [4.134, 0.926, -2.673], [4.893, 0.030, -1.340], [1.930, 2.856, -2.331], [0.890, 3.140, -2.527], [2.310, 2.354, -3.228], [2.509, 3.786, -2.194], [1.059, -3.948, 3.258], [1.436, -4.159, 4.265], [-0.018, -4.633, 2.654], [-0.544, -5.362, 3.272], [-0.362, -4.327, 1.314], [-1.153, -4.945, 0.837], [0.298, -3.219, 0.694], [0.065, -2.992, -0.362], [1.240, -2.477, 1.484], [2.226, -1.366, 1.317], [2.731, -1.806, 0.419], [1.022, -0.978, -2.505], [1.600, -2.989, -3.373], [1.985, -3.950, -3.105], [1.352, -2.171, -4.482], [1.398, -2.479, -5.521], [0.928, -0.937, -3.924], [0.766, 0.234, -4.637], [1.783, 0.569, -5.547], [1.600, 1.720, -6.335], [2.369, 1.978, -7.082], [0.455, 2.508, -6.159], [0.236, 3.657, -7.075], [-0.313, 4.449, -6.560], [-0.344, 3.342, -7.951], [1.203, 4.033, -7.421], [-0.492, 2.221, -5.164], [-1.377, 2.856, -5.013], [-0.316, 1.087, -4.356], [-1.267, 0.767, -3.237], [-1.597, -0.284, -3.241], [-2.161, 1.393, -3.339], [-0.849, 0.983, -2.236], [3.058, -0.221, -5.581], [2.919, -1.282, -5.839], [3.602, -0.186, -4.619], [3.713, 0.210, -6.338], [-4.756, 3.061, 3.284], [-3.392, 3.272, 3.554], [-2.449, 2.315, 3.190], [-2.858, 1.119, 2.564], [-4.216, 0.941, 2.240], [-5.157, 1.881, 2.652], [-1.557, -0.145, 2.249], [-1.133, -0.520, 4.000], [0.180, -0.928, 4.311], [0.559, -1.160, 5.622], [-0.362, -0.989, 6.662], [-1.665, -0.562, 6.369], [-2.056, -0.370, 5.046], [-2.582, -1.593, 1.798], [-3.105, -2.498, 2.724], [-4.019, -3.471, 2.313], [-4.340, -3.605, 0.953], [-3.752, -2.754, 0.016], [-2.871, -1.758, 0.421], [-5.491, 3.817, 3.561], [-3.064, 4.182, 4.056], [-1.389, 2.476, 3.417], [-4.532, 0.051, 1.690], [-6.220, 1.688, 2.472], [0.892, -1.087, 3.503], [1.585, -1.476, 5.837], [-0.069, -1.183, 7.692], [-2.383, -0.378, 7.168], [-3.088, -0.081, 4.824], [-2.814, -2.446, 3.776], [-4.478, -4.121, 3.054], [-5.040, -4.378, 0.633], [-3.989, -2.862, -1.049], [-2.399, -1.090, -0.305]],
  "mulliken_charge": [-0.89, -0.47, -0.30, 0.92, 0.53, 0.03, -1.28, 0.33, 0.09, 0.33, 1.40, -0.41, 0.44, 0.27, -0.58, 0.92, -1.71, 0.12, 0.36, 0.35, -1.62, 0.31, 0.19, 0.39, -1.54, 0.27, 0.25, 0.30, -0.46, 0.39, -0.54, 0.37, -0.81, 0.34, 0.17, 0.26, -0.78, 0.24, 0.96, -0.03, -1.33, 0.47, -0.48, 0.77, 0.55, 0.12, 1.03, -1.21, 0.30, 1.16, -1.54, 0.38, 0.28, 0.38, -1.31, 0.32, 1.61, -1.49, 0.36, 0.52, -0.01, -1.53, 0.35, 0.15, 0.41, -0.58, -0.84, 0.04, -0.01, -0.28, -0.65, 1.19, -0.13, -0.50, -1.00, -0.70, -0.65, -0.29, 0.92, -0.46, -0.62, -0.64, -0.48, -0.83, 0.35, 0.42, 0.35, 0.38, 0.39, 0.75, 0.48, 0.37, 0.39, 0.46, 0.37, 0.37, 0.33, 0.39, 0.38]
}